1.
The following is a DFT calculation (ωB97M-V with the def2-TZVPD basis set) of a cluster of 7 separate species, C25H51NO14 in total at a distorted geometry.

Max |F| (eV Å⁻¹): 5.59
Frontier orbital gap (eV): 10.02
Highest occupied orbital energy (eV): -10.00
Relative energy (zero: lowest compared OMol25 entry of this formula, charge and spin) (eV): 3.924
Calculated total energy (eV): -56902.3103

Positions of all 91 atoms, in Å:
1 C 15.76 -13.08 8.83
2 N 14.46 -12.29 8.94
3 O 14.44 -11.07 8.69
4 O 13.43 -12.92 9.10
5 H 15.58 -14.02 8.31
6 H 16.21 -13.22 9.82
7 H 16.59 -12.57 8.35
8 O 18.91 -22.49 17.23
9 C 17.77 -22.71 16.85
10 O 17.02 -23.79 17.00
11 C 17.61 -25.04 17.45
12 C 17.30 -25.10 18.95
13 C 16.98 -21.72 16.03
14 H 18.69 -25.05 17.32
15 H 17.15 -25.81 16.84
16 H 17.67 -24.35 19.65
17 H 17.58 -26.12 19.24
18 H 16.22 -24.98 19.03
19 H 17.47 -21.01 15.37
20 H 16.50 -21.17 16.84
21 H 16.21 -22.16 15.40
22 O 19.93 -15.31 15.58
23 C 19.03 -15.43 16.46
24 O 17.73 -15.39 16.35
25 C 17.26 -15.35 15.04
26 C 15.77 -15.45 14.95
27 C 19.55 -15.68 17.86
28 H 17.63 -16.13 14.37
29 H 17.63 -14.43 14.59
30 H 15.45 -15.83 13.98
31 H 15.22 -14.58 15.29
32 H 15.50 -16.36 15.50
33 H 19.26 -14.86 18.52
34 H 20.63 -15.58 17.90
35 H 19.22 -16.61 18.31
36 O 20.84 -10.55 9.98
37 C 22.04 -10.53 10.33
38 O 23.06 -9.78 9.79
39 C 22.76 -8.89 8.69
40 C 22.65 -7.48 9.29
41 C 22.55 -11.21 11.56
42 H 22.03 -9.18 7.94
43 H 23.64 -9.11 8.09
44 H 22.79 -7.44 10.37
45 H 21.62 -7.22 9.05
46 H 23.24 -6.68 8.84
47 H 23.64 -11.26 11.47
48 H 22.12 -12.21 11.60
49 H 22.18 -10.70 12.44
50 O 20.14 -22.04 25.44
51 C 19.74 -21.87 24.31
52 O 18.50 -22.14 23.73
53 C 17.47 -22.71 24.46
54 C 16.60 -21.65 25.07
55 C 20.55 -21.01 23.44
56 H 17.90 -23.37 25.22
57 H 16.88 -23.47 23.94
58 H 15.95 -22.18 25.77
59 H 15.99 -21.19 24.29
60 H 17.12 -20.82 25.55
61 H 20.65 -21.48 22.46
62 H 21.52 -20.82 23.90
63 H 20.07 -20.04 23.35
64 O 14.12 -7.37 14.37
65 C 13.95 -8.47 13.81
66 O 14.89 -9.31 13.48
67 C 16.32 -9.00 13.60
68 C 16.69 -9.15 15.05
69 C 12.60 -9.10 13.54
70 H 16.63 -8.00 13.30
71 H 16.92 -9.67 12.98
72 H 16.36 -8.33 15.69
73 H 17.76 -8.98 15.13
74 H 16.52 -10.16 15.44
75 H 11.84 -8.51 14.06
76 H 12.57 -10.14 13.86
77 H 12.55 -9.06 12.45
78 O 14.20 -15.44 23.48
79 C 14.85 -15.62 22.45
80 O 15.86 -14.84 21.92
81 C 16.45 -13.81 22.74
82 C 17.60 -14.41 23.42
83 C 14.40 -16.78 21.49
84 H 15.73 -13.41 23.45
85 H 16.82 -13.08 22.02
86 H 18.22 -14.95 22.70
87 H 17.34 -15.10 24.23
88 H 18.27 -13.64 23.79
89 H 15.25 -17.18 20.93
90 H 13.70 -16.42 20.73
91 H 14.01 -17.60 22.08

=====

2.
The following is a DFT calculation (ωB97M-V with the def2-TZVPD basis set) of a structure of composition C5H11NO at a distorted geometry.

Max |F| (eV Å⁻¹): 7.56
Frontier orbital gap (eV): 8.53
Highest occupied orbital energy (eV): -8.71
Relative energy (zero: lowest compared OMol25 entry of this formula, charge and spin) (eV): 5.196
Calculated total energy (eV): -8896.5017

Positions of all 18 atoms, in Å:
1 C 0.49 0.32 -0.55
2 C -0.95 -0.04 -0.24
3 C -1.03 -0.33 1.31
4 C -1.94 0.99 -0.86
5 C 1.51 -0.50 0.20
6 N 2.86 -0.36 -0.34
7 O 1.23 -1.61 0.81
8 H 1.02 0.46 0.74
9 H 0.73 0.92 -1.41
10 H -1.25 -1.06 -0.66
11 H -0.02 -0.86 1.54
12 H -1.06 0.66 1.90
13 H -1.70 -1.03 1.84
14 H -1.46 1.04 -1.87
15 H -1.80 2.02 -0.50
16 H -3.04 0.80 -0.63
17 H 2.86 -0.44 -1.37
18 H 3.54 -1.00 0.10

=====

3.
The following is a DFT calculation (ωB97M-V with the def2-TZVPD basis set) of a cluster of 9 separate species, C24H71N5O9 in total at a distorted geometry.

Max |F| (eV Å⁻¹): 2.18
Frontier orbital gap (eV): 9.36
Highest occupied orbital energy (eV): -8.89
Relative energy (zero: lowest compared OMol25 entry of this formula, charge and spin) (eV): 4.079
Calculated total energy (eV): -51911.7328

Positions of all 109 atoms, in Å:
1 C -3.01 -1.32 -1.31
2 C -2.47 -2.66 -1.76
3 C -3.25 -3.82 -1.10
4 O -2.66 -5.02 -1.60
5 C -3.01 -6.21 -0.82
6 N -2.64 -2.81 -3.20
7 H -2.89 -1.14 -0.24
8 H -4.10 -1.36 -1.43
9 H -2.52 -0.52 -1.87
10 H -1.44 -2.73 -1.43
11 H -4.31 -3.92 -1.33
12 H -3.13 -3.82 -0.01
13 H -4.02 -6.57 -0.99
14 H -2.82 -6.14 0.26
15 H -2.34 -7.03 -1.09
16 H -2.23 -2.01 -3.67
17 H -3.61 -2.55 -3.34
18 C 1.63 -0.25 5.67
19 C 2.60 -1.23 4.97
20 C 2.51 -0.99 3.49
21 O 2.91 0.31 3.19
22 C 2.97 0.68 1.81
23 N 3.97 -1.18 5.48
24 H 2.10 0.73 5.78
25 H 1.36 -0.67 6.64
26 H 0.81 -0.08 4.98
27 H 2.25 -2.24 5.22
28 H 1.48 -1.16 3.18
29 H 3.13 -1.67 2.91
30 H 2.03 0.63 1.26
31 H 3.76 0.10 1.34
32 H 3.31 1.71 1.66
33 H 4.28 -0.29 5.12
34 H 4.53 -1.86 4.97
35 C -2.01 3.18 3.30
36 C -0.57 2.66 3.05
37 C 0.32 2.75 4.31
38 O 0.56 4.13 4.71
39 C 1.38 4.15 5.85
40 N -0.62 1.27 2.58
41 H -2.50 2.66 4.13
42 H -2.55 3.07 2.36
43 H -1.97 4.25 3.51
44 H -0.07 3.28 2.30
45 H 1.26 2.24 4.11
46 H -0.31 2.34 5.10
47 H 1.19 5.11 6.32
48 H 2.44 4.09 5.61
49 H 1.09 3.54 6.71
50 H -1.14 0.72 3.25
51 H 0.30 0.87 2.74
52 C 1.41 -3.06 0.04
53 C 1.94 -4.46 0.28
54 C 2.37 -4.75 1.75
55 O 1.58 -4.09 2.77
56 C 1.95 -4.58 4.05
57 N 0.96 -5.38 -0.16
58 H 1.36 -2.84 -1.03
59 H 2.11 -2.38 0.53
60 H 0.42 -2.92 0.48
61 H 2.84 -4.67 -0.30
62 H 3.42 -4.49 1.83
63 H 2.28 -5.83 1.84
64 H 2.92 -4.25 4.44
65 H 1.94 -5.66 4.19
66 H 1.22 -4.21 4.76
67 H 0.14 -5.30 0.42
68 H 0.67 -5.15 -1.10
69 C -0.03 3.00 -3.77
70 C -1.60 3.08 -3.69
71 C -2.46 3.51 -4.97
72 O -2.11 4.83 -5.42
73 C -2.92 5.18 -6.53
74 N -2.19 1.94 -2.96
75 H 0.44 2.50 -2.92
76 H 0.33 4.03 -3.82
77 H 0.35 2.41 -4.60
78 H -1.77 3.95 -3.06
79 H -3.51 3.41 -4.70
80 H -2.25 2.78 -5.75
81 H -4.00 5.22 -6.38
82 H -2.72 4.45 -7.32
83 H -2.59 6.12 -6.97
84 H -3.05 2.26 -2.54
85 H -1.61 1.82 -2.14
86 C -0.09 4.89 -0.46
87 O 0.65 5.87 -1.11
88 H -1.14 5.06 -0.73
89 H 0.11 3.89 -0.83
90 H 0.02 4.92 0.62
91 H 0.39 6.69 -0.68
92 C -0.01 0.13 -0.71
93 O -0.81 1.26 -0.28
94 H -0.28 -0.76 -0.14
95 H -0.21 -0.22 -1.72
96 H 1.07 0.29 -0.73
97 H -0.74 1.26 0.68
98 C 2.52 0.01 -3.70
99 O 3.94 0.30 -3.87
100 H 2.16 -0.73 -4.41
101 H 2.29 -0.38 -2.71
102 H 1.96 0.93 -3.87
103 H 4.40 -0.42 -3.42
104 C -0.90 -0.60 -5.61
105 O -0.96 -0.39 -4.20
106 H 0.12 -0.76 -5.97
107 H -1.45 -1.52 -5.80
108 H -1.38 0.18 -6.19
109 H -1.47 0.42 -4.07

=====

4.
The following is a DFT calculation (ωB97M-V with the def2-TZVPD basis set) of a structure of composition C34H31N6TeTl at a distorted geometry.

Max |F| (eV Å⁻¹): 3.31
Frontier orbital gap (alpha / beta) (eV): 3.79 / 3.87
Highest occupied orbital energy (alpha / beta) (eV): -4.89 / -4.96
Relative energy (zero: lowest compared OMol25 entry of this formula, charge and spin) (eV): 0.109
Calculated total energy (eV): -56684.4160

Positions of all 73 atoms, in Å:
1 Tl 15.57 17.32 7.65
2 C 17.34 22.02 8.92
3 C 17.13 20.71 9.32
4 N 15.94 20.09 9.13
5 C 14.95 20.74 8.54
6 C 15.18 22.08 8.13
7 N 16.35 22.65 8.30
8 C 13.64 20.08 8.37
9 C 12.50 20.83 8.01
10 C 11.24 20.25 7.92
11 C 11.13 18.88 8.18
12 C 12.31 18.19 8.56
13 N 13.55 18.73 8.61
14 C 12.21 16.78 8.97
15 C 11.00 16.07 9.07
16 N 10.97 14.80 9.40
17 C 12.11 14.17 9.69
18 C 13.30 14.84 9.57
19 N 13.37 16.12 9.23
20 C 10.03 21.09 7.65
21 C 8.88 20.61 6.98
22 C 7.81 21.47 6.75
23 N 7.80 22.72 7.17
24 C 8.84 23.15 7.88
25 C 9.98 22.40 8.13
26 H 18.22 22.59 9.15
27 H 17.88 20.16 9.86
28 H 14.44 22.66 7.61
29 H 12.58 21.86 7.72
30 H 10.18 18.39 8.14
31 H 10.03 16.53 8.93
32 H 11.99 13.16 10.01
33 H 14.25 14.38 9.80
34 H 8.85 19.59 6.63
35 H 6.92 21.14 6.22
36 H 8.78 24.19 8.25
37 H 10.79 22.79 8.73
38 C 20.67 17.23 9.74
39 C 19.49 16.66 8.93
40 C 19.91 16.46 7.46
41 C 18.34 17.55 9.10
42 H 21.60 16.63 9.62
43 H 20.37 17.28 10.80
44 H 20.92 18.26 9.44
45 H 19.26 15.71 9.42
46 H 20.17 17.42 6.96
47 H 19.14 15.93 6.85
48 H 20.82 15.82 7.43
49 H 18.08 18.34 8.38
50 H 17.74 17.62 10.00
51 Te 17.14 13.92 8.18
52 C 17.33 11.79 8.42
53 C 18.39 11.07 7.81
54 C 18.41 9.70 7.94
55 C 17.46 9.05 8.72
56 C 16.44 9.76 9.36
57 C 16.38 11.14 9.19
58 C 15.68 13.78 6.60
59 C 15.85 14.60 5.48
60 C 14.81 14.71 4.56
61 C 13.66 13.96 4.71
62 C 13.55 13.05 5.75
63 C 14.56 12.95 6.70
64 H 19.15 11.64 7.27
65 H 19.22 9.12 7.50
66 H 17.52 7.97 8.84
67 H 15.69 9.23 9.95
68 H 15.59 11.69 9.66
69 H 16.82 15.09 5.30
70 H 14.94 15.36 3.70
71 H 12.85 14.06 3.99
72 H 12.71 12.39 5.85
73 H 14.48 12.25 7.51

=====

5.
The following is a DFT calculation (ωB97M-V with the def2-TZVPD basis set) of the ion C2HO4S with charge -1 at a distorted geometry.

Max |F| (eV Å⁻¹): 2.43
Frontier orbital gap (eV): 8.11
Highest occupied orbital energy (eV): -4.40
Net charge: -1
Relative energy (zero: lowest compared OMol25 entry of this formula, charge and spin) (eV): 0.321
Calculated total energy (eV): -21116.3954

Positions of all 8 atoms, in Å:
1 C -0.35 1.56 -0.01
2 C -1.20 0.31 -0.09
3 O 0.88 1.25 0.03
4 O -0.94 2.67 0.02
5 O -3.38 -1.02 0.04
6 O -0.53 -0.81 -0.01
7 S -2.88 0.36 0.00
8 H 0.44 -0.72 0.12

=====

6.
The following is a DFT calculation (ωB97M-V with the def2-TZVPD basis set) of the molecule C4H5NO at a distorted geometry.

Max |F| (eV Å⁻¹): 2.68
Frontier orbital gap (eV): 9.94
Highest occupied orbital energy (eV): -9.46
Relative energy (zero: lowest compared OMol25 entry of this formula, charge and spin) (eV): 2.435
Calculated total energy (eV): -7764.0916

Positions of all 11 atoms, in Å:
1 N 1.56 0.15 -0.71
2 C 1.28 -0.01 0.63
3 O 2.14 0.01 1.49
4 C -0.12 -0.29 0.97
5 C -1.02 -0.38 0.03
6 C -1.99 0.00 -0.74
7 H 2.50 0.44 -0.93
8 H 0.83 0.35 -1.38
9 H -0.39 -0.39 2.01
10 H -2.22 0.70 0.10
11 H -2.56 -0.59 -1.47

=====

- Among the records above, which one has the lowest relative energy (zero: lowest compared OMol25 entry of this formula, charge and spin)?
  C34H31N6TeTl